The following is a DFT calculation (the ωB97M-V functional and the def2-TZVPD basis) of a molecular structure, C47H40BrN4O2PPt at a distorted geometry.

Output
E	-5217.72067	Ha
ΔE to the lowest compared entry with this formula, charge and spin	3.2776	eV
frontier orbital gap (spin up / spin down)	3.35 / 3.30	eV
molar mass	998.82	u
E_LUMO (spin up / spin down)	-14.71 / -14.73	eV
total charge	+4
HOMO level (spin up / spin down)	-0.6638 / -0.6627	Eh

Geometry as XYZ:
```
96
Properties=species:S:1:pos:R:3:forces:R:3
Pt -0.1651 -0.4649 0.1125 -1.2 3.3 -0.8
Br 1.9471 -1.1341 -1.8131 -0.2 -0.3 -0.2
P -1.3061 -1.8345 1.8678 -1.0 -1.5 1.3
O 2.2887 1.0762 3.4604 -1.2 1.0 -0.2
O -2.4732 3.0136 -1.2765 0.5 0.2 1.5
N -0.6703 -1.8891 -1.6887 1.2 0.4 1.4
N 1.6626 -0.2217 1.7548 -1.2 0.1 -0.8
N -0.2640 1.5677 1.0643 0.2 -2.1 0.0
N -1.4362 1.0414 -1.2960 0.8 -0.8 1.6
C 0.0205 -3.7092 3.5432 -0.1 0.2 0.3
C -4.9804 -2.4169 0.2630 0.2 0.2 0.0
C -1.6080 3.5002 1.4508 0.3 -0.4 -0.2
C -2.6926 2.5490 -2.6056 -0.1 -0.4 -1.1
C 1.4759 0.8447 2.4613 0.2 -0.3 0.2
C 4.5780 -2.5594 1.7156 -0.5 0.3 -0.2
C 1.0658 1.3200 -4.7751 0.0 -0.2 -0.4
C -2.9248 -4.0638 1.2148 0.2 -0.2 0.0
C 0.3617 -2.7156 -3.6737 0.0 0.2 0.2
C -3.5253 -0.2554 4.9443 0.0 -0.1 0.0
C -0.8237 -3.3404 -4.0357 -0.2 0.1 0.3
C 1.7007 -4.5004 1.4514 -0.1 0.0 -0.1
C 5.6112 -2.9736 0.8998 0.4 0.4 -0.3
C -1.8041 -2.4790 -2.0451 -0.8 -0.3 0.0
C 0.5540 0.9439 -6.0206 0.0 0.1 0.3
C 3.9249 -1.3430 1.4679 0.0 -0.2 -0.3
C -5.1452 -3.7959 0.3094 0.0 0.0 0.0
C -4.1267 -4.6094 0.7844 0.2 -0.1 0.1
C 0.3901 -2.0130 -2.4842 0.6 0.2 -0.1
C 2.7806 -0.9499 2.3648 1.0 -0.8 0.2
C 5.3997 -0.9299 -0.3914 0.3 -0.2 0.2
C -1.2187 2.4103 0.6740 -0.4 0.6 0.1
C -1.1952 -0.0951 5.5247 0.2 -0.1 0.1
C 0.2550 1.3108 -3.6558 -0.6 0.2 0.0
C -0.9564 3.7091 2.6609 0.0 0.0 0.0
C -2.0480 1.1237 -2.6175 -0.3 -0.8 -1.3
C -3.7900 -1.8598 0.6983 -0.2 0.1 -0.1
C -1.7342 2.1296 -0.6639 -0.2 0.0 -0.1
C -2.5339 0.0944 5.8544 0.0 0.0 -0.1
C -0.7946 0.6252 -6.1503 0.4 -0.2 0.1
C -2.7734 -2.6799 1.2017 0.7 1.1 -0.5
C 0.7747 -3.4952 1.2537 -0.1 0.0 -0.2
C -3.2372 -3.9214 -3.4831 -0.3 -0.2 0.0
C 1.7769 -5.1265 2.6917 -0.1 0.1 -0.1
C -0.8504 -0.6589 4.3125 0.2 0.2 0.0
C -0.0825 -3.1013 2.2902 0.2 0.7 -0.8
C 6.0431 -2.1424 -0.1369 0.0 0.0 0.2
C -1.5968 0.5877 -5.0273 -0.1 0.3 0.7
C -3.1884 -0.7972 3.7162 -0.4 0.0 -0.1
C 0.0743 2.8572 3.0386 0.2 -0.2 -0.4
C 0.9493 -4.7206 3.7329 -0.1 0.0 0.0
C 0.3935 1.7895 2.1994 -0.1 0.5 0.5
C -1.0901 0.9627 -3.7720 0.2 -0.3 -0.3
C 4.3792 -0.5079 0.4397 -0.4 -0.4 0.2
C -1.9430 -3.2466 -3.2041 0.6 0.5 0.2
C -1.8470 -1.0297 3.3983 0.7 0.2 -0.9
C 3.2812 0.0537 3.4518 0.7 -0.7 0.0
H 5.7314 -0.3025 -1.2047 0.1 0.1 0.0
H -5.7693 -1.7858 -0.1171 -0.1 0.0 0.0
H 4.2774 -3.1705 2.5540 -0.1 -0.1 0.1
H 3.3497 -0.3764 4.4500 -0.1 0.0 -0.1
H -2.8216 0.3493 -2.6921 0.0 0.1 0.0
H -0.6168 -3.4049 4.3602 -0.1 0.0 0.1
H -4.0635 -3.2127 -3.4479 -0.1 0.0 -0.1
H 3.9307 0.4627 0.2842 -0.1 0.2 -0.1
H -3.2351 -4.4119 -4.4527 0.0 0.0 0.0
H 2.3741 -1.8578 2.8284 0.0 0.1 0.0
H 6.9378 -2.3968 -0.6885 -0.2 -0.2 -0.2
H 0.6469 1.6264 -2.6994 0.1 0.1 0.1
H -0.8758 -3.8977 -4.9606 0.0 -0.1 0.0
H 2.0913 1.6487 -4.6845 0.1 -0.1 0.0
H -2.1925 3.2375 -3.2948 0.0 -0.2 0.2
H -3.9740 -1.0709 3.0282 0.0 0.0 0.0
H -3.6317 -0.7881 0.6418 -0.1 0.1 0.0
H 0.1862 -0.8510 4.0687 0.1 0.0 0.1
H 4.2391 0.5183 3.1994 -0.2 -0.1 -0.1
H 6.1113 -3.9127 1.0853 0.1 0.0 0.1
H 1.2119 0.8821 -6.8752 0.0 0.2 -0.1
H 1.2358 -2.7762 -4.2997 0.2 0.0 0.0
H -6.0713 -4.2345 -0.0300 -0.1 -0.1 0.0
H 0.6927 -2.9958 0.2905 0.2 -0.3 0.0
H -3.7644 2.5639 -2.8073 0.1 -0.1 0.1
H -2.3921 4.1578 1.1049 0.0 0.1 -0.1
H 2.3447 -4.8114 0.6441 0.1 0.0 -0.1
H 2.4787 -5.9329 2.8442 0.1 0.0 0.0
H -4.5651 -0.1227 5.2059 -0.1 0.0 0.0
H -2.1418 -4.7070 1.5882 0.1 -0.1 0.0
H -3.4347 -4.6768 -2.7212 0.0 -0.1 0.0
H 0.6420 3.0171 3.9433 0.0 0.0 0.1
H -2.8035 0.4997 6.8202 0.0 0.1 0.0
H -1.2079 0.3832 -7.1165 0.0 -0.1 -0.1
H -1.2306 4.5459 3.2880 0.0 0.0 0.1
H -2.6323 0.2978 -5.1154 -0.2 0.0 -0.1
H 1.0272 -5.1994 4.6974 -0.1 -0.1 0.1
H -2.6514 -2.3494 -1.3853 0.0 0.0 0.1
H -4.2714 -5.6780 0.8446 0.0 -0.1 0.0
H -0.4254 0.1838 6.2291 0.1 0.0 0.1
```
Forces are in eV/Å.